[1]
The following is a DFT calculation (ωB97M-V/def2-TZVPD) of a structure of composition C20H42ClN4O11.

The geometry in XYZ format:
```
78
Properties=species:S:1:pos:R:3:forces:R:3:mulliken_charge:R:1
Cl 0.6306 -0.2852 -0.5819 4.49 -2.76 -2.29 1.58
O 1.7487 -0.6117 0.3418 1.31 -0.07 -6.36 -0.96
O 1.1595 -0.1983 -1.9431 -0.41 1.15 2.09 -0.74
O -0.2701 -1.3231 -0.4833 -2.59 -2.18 -0.30 -0.29
O 0.0203 0.8392 -0.0460 0.55 0.36 -3.76 -1.12
O -2.1957 1.1482 3.5062 0.78 -0.41 -0.16 -0.79
C -1.5498 0.4695 2.6776 -2.63 0.70 0.55 0.72
N -0.4251 0.8480 2.0845 -9.32 -3.67 0.47 -0.75
C -2.1933 -0.8639 2.2813 0.72 -0.51 0.38 -0.33
H 0.1750 1.5585 2.4784 -9.42 -4.11 -1.50 0.79
H -0.2042 0.5135 1.1575 -1.69 -0.76 3.07 -0.02
H -2.2584 -1.5311 3.1408 0.11 0.32 0.50 0.29
H -1.5380 -1.4249 1.6150 -0.58 0.25 -0.61 -0.65
H -3.2462 -0.7718 2.0150 0.27 0.27 -0.62 0.40
O 1.8408 -2.9841 1.8272 -1.73 1.48 2.47 -0.80
C 1.0987 -2.2544 2.5787 2.63 -2.79 0.59 0.55
N 0.9661 -0.9892 2.3658 -0.27 -0.99 4.04 0.02
C 0.4231 -2.7076 3.8957 -0.12 -1.23 -1.02 -1.31
H 1.4185 -0.6946 1.5122 -0.44 0.54 1.19 0.52
H 0.3906 -0.4177 2.9676 0.52 -0.63 -0.20 -0.04
H 0.7735 -2.1575 4.7691 -0.21 0.29 -0.25 0.33
H 0.5405 -3.7699 4.1096 0.42 -0.04 -0.21 0.43
H -0.6474 -2.6186 3.7111 -0.06 0.42 0.51 0.16
O 0.7943 -3.7704 -4.4432 0.05 0.01 0.30 -0.77
C 0.6809 -3.0810 -3.4200 -1.41 0.10 -4.16 0.35
N 1.5668 -3.1865 -2.4619 0.49 0.95 0.88 -0.21
C -0.4567 -2.0405 -3.4113 -0.32 -0.87 0.49 -0.08
H 2.3672 -3.7659 -2.6707 -0.17 0.08 0.56 0.22
H 1.2955 -2.7632 -1.5860 1.21 -0.16 -0.24 0.49
H -1.0608 -2.2258 -2.5231 0.20 0.62 0.36 0.05
H -1.1886 -2.1931 -4.2046 0.59 -0.49 -0.41 0.49
H -0.1180 -1.0077 -3.4924 0.13 -0.60 0.36 -0.07
C -3.1995 4.4696 -2.0667 0.66 -0.47 0.88 -1.05
C -2.1235 3.8867 -3.0345 -0.13 2.59 1.11 -0.81
N -0.9460 3.2991 -2.3273 -4.52 -3.86 -1.17 0.12
C -0.1411 4.0582 -1.4702 1.32 1.77 -1.24 -0.29
C 1.2437 4.1107 -2.1750 0.35 0.24 0.53 -1.37
C -1.3681 2.0137 -1.5435 1.53 1.83 -1.98 1.71
C -1.7367 0.8092 -2.4319 -0.39 1.19 0.57 -1.36
H -3.6156 3.6534 -1.4761 -0.76 0.03 -0.35 0.22
H -3.9168 5.1837 -2.4714 -0.35 -0.64 -0.53 0.43
H -2.7695 5.0774 -1.2706 0.72 0.09 -0.04 0.27
H -2.6380 3.3629 -3.8401 0.47 -1.33 0.52 0.38
H -1.8668 4.7662 -3.6250 1.02 0.26 0.03 0.43
H -0.4590 5.0985 -1.4005 -0.31 0.27 -0.03 0.53
H -0.1755 3.7022 -0.4406 0.47 -0.18 0.04 0.35
H 1.7578 5.0215 -1.8677 0.61 -0.20 0.22 0.37
H 1.8477 3.2082 -2.0817 0.12 0.02 0.69 0.19
H 1.1913 4.1473 -3.2631 -0.84 0.38 0.00 0.45
H -2.0149 2.2466 -0.6976 -0.70 0.00 -0.16 0.41
H -0.4270 1.8050 -1.0347 -1.60 1.26 -1.93 -1.33
H -0.8855 0.5944 -3.0780 -0.43 0.20 -0.08 0.21
H -2.6480 1.0209 -2.9912 0.09 0.00 -0.36 0.50
H -1.9732 -0.0754 -1.8407 0.18 0.07 0.15 0.27
O -1.7821 -6.0351 1.9476 1.18 2.18 -1.56 -0.73
C -1.0050 -5.3744 1.2311 -2.88 -2.55 1.28 0.40
O 0.1614 -5.9088 0.9587 -1.77 -3.30 0.62 -0.36
C 1.0389 -5.0587 0.4018 2.14 1.83 -0.57 -0.66
C 0.2154 -3.9183 -0.1574 -0.72 0.08 -0.16 0.45
C -1.1736 -4.0295 0.5381 1.62 -0.54 0.75 0.10
H 1.5828 -5.4527 -0.4567 0.22 -0.75 0.31 0.31
H 1.6583 -4.8569 1.2757 0.70 0.79 -1.07 0.21
H 0.1006 -4.1421 -1.2180 -0.57 -0.08 0.36 0.46
H 0.7400 -2.9645 -0.1012 -0.47 -0.80 0.74 -0.41
H -2.0144 -4.0145 -0.1554 -0.02 0.08 0.38 0.45
H -1.2924 -3.3798 1.4051 -0.27 0.52 -0.44 -0.49
O 0.4595 1.8601 3.6209 2.40 3.84 6.06 -0.47
C 1.2509 2.1197 2.7735 8.14 0.87 1.33 -0.05
O 1.0836 1.7203 1.4882 5.40 5.23 -1.83 0.44
C 2.2375 1.8624 0.6989 2.47 0.45 1.66 -0.51
C 2.9690 2.9123 1.5590 2.10 0.87 -3.82 -0.99
C 2.7168 2.4839 2.9252 -0.95 2.10 1.06 -0.43
H 2.0342 1.9108 -0.3709 -0.14 1.03 0.37 0.05
H 2.6071 0.8465 0.8384 1.52 0.98 -0.28 0.65
H 2.6343 3.9326 1.3713 -1.12 -0.04 0.07 0.37
H 3.9975 3.1365 1.2762 0.50 -0.99 0.14 0.43
H 2.7174 3.4234 3.4778 0.36 -0.45 0.96 0.36
H 3.3879 1.7275 3.3320 -0.47 -0.17 0.05 0.34
```
Forces are in eV/Å.

Summary:
- Multiplicity: 1
- Charge: -1
- HOMO level: -5.58 eV
- Energy relative to the best compared isomer or geometry (same formula, charge and spin): 315.3 kcal/mol
- Max |F|: 10.383 eV Å⁻¹

---

[2]
The following is a DFT calculation (ωB97M-V/def2-TZVPD) of a structure of composition C20H42CuHgO10.

The geometry in XYZ format:
```
74
Properties=species:S:1:pos:R:3:forces:R:3:mulliken_charge:R:1
Cu -2.7862 24.8591 3.0222 0.37 0.53 0.47 0.50
Hg -0.1723 23.1633 4.1067 0.08 2.85 -0.83 1.36
C -1.4567 27.3562 4.7346 -0.30 0.39 1.12 0.41
C -1.4422 26.1222 5.6306 0.51 -0.14 0.34 -0.48
O -1.3555 24.8888 4.9816 -1.16 -0.99 -1.58 -0.65
H -0.6202 27.4780 4.0509 -0.04 -0.23 -0.07 0.08
H -1.4123 28.1580 5.4841 0.15 0.28 -0.29 0.14
H -2.4191 27.5257 4.2504 0.11 -0.39 -0.37 -0.65
H -2.3441 26.1816 6.2602 -0.11 -0.19 -0.10 0.35
H -0.6217 26.2154 6.3499 0.11 0.10 -0.07 0.07
C 1.2476 25.9995 2.6908 0.83 -0.37 -0.05 -0.80
C 0.1540 25.4678 1.7840 -0.75 1.49 0.52 0.70
O -0.3253 24.1845 2.0621 -0.55 -1.60 0.84 -0.81
H 0.9869 25.9805 3.7479 -0.41 -0.13 -0.11 -0.11
H 1.5404 27.0302 2.4805 -0.14 -0.03 -0.35 0.45
H 2.1397 25.3746 2.5910 0.06 0.07 -0.03 0.19
H 0.4131 25.5274 0.7187 0.53 -0.49 0.11 0.43
H -0.6684 26.2035 1.8337 -0.15 -0.18 0.26 -0.56
O -3.1561 26.8048 1.7977 0.88 -0.07 0.09 -0.21
C -3.7024 27.6396 1.0940 -1.08 -0.70 1.25 0.76
O -3.4242 28.9243 1.1005 0.48 -0.11 -1.03 -0.37
C -2.3833 29.4567 1.9307 0.46 0.18 0.66 0.25
C -3.1037 30.1406 3.0780 0.01 -0.13 0.09 -0.48
C -4.9613 27.3050 0.3553 0.08 0.10 -0.04 -1.15
H -1.7258 30.1195 1.3674 -0.73 0.34 -0.43 0.41
H -1.6629 28.7019 2.2525 -0.56 -0.42 0.19 -0.24
H -3.9760 30.6960 2.7339 0.29 0.29 -0.31 0.39
H -2.4287 30.8096 3.6072 -0.13 0.00 0.14 -0.10
H -3.5363 29.3998 3.7531 0.35 -0.06 0.17 -0.14
H -4.8089 27.5042 -0.7040 -0.40 -0.01 -0.04 0.39
H -5.7712 27.9030 0.7749 0.10 0.35 -0.35 0.29
H -5.2450 26.2774 0.5611 0.32 -0.15 -0.28 0.28
O -0.9497 33.6920 4.0070 0.06 -0.47 -0.01 -0.55
C -0.4358 33.9302 5.0662 -0.12 0.99 0.09 0.74
O 0.0354 33.0074 5.9287 -0.32 -0.14 -0.50 -0.31
C 0.0172 31.6615 5.4738 0.32 -1.16 0.18 0.79
C -0.0631 30.7591 6.6849 0.58 -0.16 0.65 -0.92
C -0.2036 35.3222 5.6113 0.81 -0.84 -0.05 -1.04
H 0.9098 31.4528 4.8769 0.20 0.22 0.20 0.28
H -0.7983 31.3886 4.8052 -0.31 0.72 0.10 -0.48
H 0.7408 30.8853 7.4156 0.19 0.43 -0.28 0.38
H 0.0447 29.7126 6.3941 -0.46 -0.01 -0.14 0.03
H -0.9679 30.9414 7.2647 -0.23 -0.23 -0.28 0.33
H -0.7802 35.4654 6.5218 -0.22 0.27 -0.17 0.29
H -0.3366 36.0493 4.8195 -0.41 0.13 0.19 0.32
H 0.8469 35.3325 5.9121 -0.03 0.20 0.08 0.32
O -5.0338 24.7957 3.7347 0.91 0.35 -0.36 -0.71
C -5.2051 25.1417 4.8907 -1.22 -0.54 0.65 1.01
O -5.6366 26.3338 5.2762 0.66 0.04 -0.24 -0.37
C -5.6417 27.4041 4.2970 -0.13 -0.76 -0.02 0.75
C -6.9928 27.4661 3.6182 0.35 1.64 -0.35 -1.35
C -5.0025 24.2581 6.0772 1.12 0.31 1.06 -0.86
H -4.8381 27.2383 3.5775 -0.09 -0.22 -0.01 -0.52
H -5.3548 28.2753 4.8821 -0.47 0.19 -0.06 0.35
H -7.2788 26.5967 3.0348 0.16 -0.25 0.27 0.33
H -6.8927 28.3030 2.9142 -0.17 -0.12 -0.16 0.37
H -7.7829 27.8041 4.2862 -0.03 -0.43 0.19 0.37
H -5.3243 24.6957 7.0209 -0.44 0.27 -0.29 0.30
H -3.9084 24.2894 6.1980 0.01 -0.51 -0.12 0.02
H -5.3468 23.2298 6.0670 0.00 0.01 -0.70 0.36
O 1.9178 24.2176 5.0352 0.21 -0.91 -0.05 -0.52
C 2.5800 24.8840 5.8076 0.01 1.15 0.19 0.65
O 3.8815 25.0525 5.7225 0.35 -0.17 0.19 -0.27
C 4.6275 24.2557 4.7870 0.04 -0.43 -0.46 -0.05
C 6.0856 24.6559 4.7320 -0.50 0.96 -0.95 -1.27
C 1.9923 25.7191 6.9140 -0.13 -0.87 -0.08 -0.83
H 4.2140 24.4147 3.7892 -0.16 -0.09 0.07 0.14
H 4.4919 23.2001 5.0292 -0.04 0.07 0.20 0.31
H 6.5568 23.9399 4.0590 0.36 -0.17 0.44 0.37
H 6.6179 24.8553 5.6564 -0.11 -0.59 0.19 0.35
H 6.1229 25.5908 4.1632 0.12 0.09 0.17 0.31
H 1.6201 26.6636 6.5219 0.03 0.00 -0.07 0.09
H 2.7230 25.8915 7.6975 -0.03 0.08 0.01 0.41
H 1.1569 25.1198 7.2755 -0.11 0.34 0.27 0.31
```
Forces are in eV/Å.

Summary:
- Multiplicity: 1
- Charge: +1
- HOMO level: -11.70 eV
- Max |F|: 2.967 eV Å⁻¹

---

[3]
The following is a DFT calculation (ωB97M-V/def2-TZVPD) of a cluster of 3 separate species, C20H42F4O3 in total.

The geometry in XYZ format:
```
69
Properties=species:S:1:pos:R:3:forces:R:3:mulliken_charge:R:1
C -2.6785 0.6671 -6.0875 -0.33 -0.07 0.01 -0.85
C -1.1983 0.0566 -5.7339 0.60 0.45 -0.17 -0.59
C -1.1033 -0.7075 -4.2739 0.63 0.66 -0.75 0.02
F 0.3298 -1.1649 -4.1330 -2.93 0.64 -0.22 -0.39
C -2.1829 -1.9607 -4.1280 -0.43 0.69 0.42 1.15
O -3.4685 -1.3422 -3.6612 2.12 0.35 -0.71 -0.61
C -1.7582 -3.0266 -2.9428 0.58 0.52 0.82 -0.91
O -2.4132 -4.3404 -3.0375 -1.08 2.13 1.04 -0.39
C -3.7809 -4.3271 -2.4952 -0.31 -1.28 -0.73 -0.47
C -4.7745 -4.7565 -3.7698 -0.80 0.09 -0.84 0.79
F -4.1080 -5.6999 -4.7074 -2.37 2.97 3.03 -0.26
F -5.2223 -3.5954 -4.5752 1.22 -3.97 2.52 -0.22
F -5.9723 -5.4251 -3.2073 3.41 1.94 -2.04 -0.27
O -2.4883 -2.5788 -5.4270 1.92 0.65 1.80 -0.33
C -1.3806 -3.3996 -5.9368 0.18 -2.36 -0.48 -0.65
H -2.9006 1.5018 -5.2678 0.20 -1.72 -1.87 0.18
H -3.5423 -0.1542 -6.1026 2.06 1.75 0.30 0.20
H -2.7159 1.1609 -7.1734 0.40 -0.96 2.53 0.33
H -0.4470 0.9810 -5.6587 -1.58 -2.05 -0.10 0.36
H -0.7825 -0.6230 -6.6112 -1.02 1.19 2.06 0.26
H -1.2352 0.1121 -3.4186 0.19 -1.99 -1.63 0.28
H -3.3602 -0.3525 -3.5518 0.01 -1.75 -0.40 0.37
H -2.0721 -2.5257 -1.9108 0.72 -0.85 -2.23 0.36
H -0.5875 -3.2053 -2.8867 -2.58 0.27 -0.43 0.31
H -4.1038 -3.3162 -1.9935 0.55 -1.93 -1.40 0.24
H -3.8874 -5.2077 -1.7075 0.23 1.80 -1.77 0.32
H -1.2185 -3.2703 -7.1119 -0.42 0.25 2.72 0.26
H -0.3742 -3.3044 -5.3481 -1.94 0.24 -1.21 0.29
H -1.7252 -4.5353 -5.8082 0.78 2.39 -0.22 0.20
C 1.3462 2.3294 2.1272 0.02 0.16 0.14 -1.09
C 0.0125 2.2593 1.3992 -0.05 -0.20 -0.02 -0.60
C 0.0764 1.4412 0.1064 -0.08 0.03 -0.05 -0.50
C 1.0178 1.9969 -0.9693 0.09 0.01 0.07 -0.65
C 0.7178 3.4297 -1.4184 0.14 -0.14 -0.07 -0.46
C -0.6504 3.5790 -2.0635 -0.11 0.25 -0.01 -0.96
H 2.1120 2.8224 1.5222 -0.03 -0.06 0.06 0.37
H 1.2390 2.9005 3.0552 0.10 -0.08 -0.08 0.30
H 1.7012 1.3269 2.3850 0.03 0.08 -0.02 0.26
H -0.3497 3.2714 1.1961 -0.01 -0.03 -0.04 0.29
H -0.7255 1.7980 2.0665 0.03 0.07 -0.09 0.38
H -0.9363 1.3522 -0.3039 0.06 0.00 0.00 0.24
H 0.3931 0.4185 0.3480 -0.02 0.09 0.00 0.39
H 0.9731 1.3338 -1.8423 0.02 0.05 0.03 0.29
H 2.0523 1.9495 -0.6110 -0.09 -0.03 -0.02 0.34
H 1.4820 3.7334 -2.1443 -0.05 -0.02 0.12 0.39
H 0.8052 4.1221 -0.5749 0.01 -0.06 -0.02 0.28
H -0.7398 2.9296 -2.9402 -0.02 0.02 0.04 0.09
H -0.8028 4.6135 -2.3906 -0.07 -0.18 -0.01 0.39
H -1.4558 3.3302 -1.3669 0.03 0.01 -0.07 0.28
C 0.8107 0.6105 5.8314 -0.18 -0.13 0.08 -0.95
C 1.6925 1.2447 6.8962 0.04 0.19 -0.07 -0.43
C 2.9961 1.8177 6.3331 0.07 0.02 0.11 -0.62
C 3.9338 0.7895 5.6886 -0.08 -0.04 -0.07 -0.44
C 4.3658 -0.3598 6.6036 0.06 0.05 -0.18 -0.47
C 5.1619 0.1060 7.8117 0.05 -0.15 0.20 -1.21
H 1.3041 -0.2383 5.3502 -0.05 0.07 -0.01 0.27
H -0.1173 0.2426 6.2812 0.07 0.02 -0.14 0.39
H 0.5473 1.3406 5.0599 0.03 -0.09 0.01 0.10
H 1.9020 0.5145 7.6834 0.04 0.03 -0.01 0.25
H 1.1329 2.0579 7.3738 0.09 -0.09 0.00 0.36
H 3.5255 2.3428 7.1367 -0.02 -0.04 -0.08 0.33
H 2.7541 2.5822 5.5837 0.00 -0.07 0.06 0.31
H 4.8282 1.3150 5.3313 -0.06 -0.06 0.04 0.39
H 3.4582 0.3687 4.7955 0.01 0.06 0.05 0.14
H 4.9858 -1.0527 6.0219 -0.12 0.05 0.04 0.39
H 3.4946 -0.9340 6.9353 0.01 0.04 -0.05 0.25
H 6.0648 0.6407 7.4997 -0.09 -0.01 0.06 0.29
H 5.4691 -0.7546 8.4163 0.01 0.18 -0.03 0.38
H 4.5739 0.7681 8.4534 0.08 -0.04 -0.04 0.28
```
Forces are in eV/Å.

Summary:
- Multiplicity: 1
- HOMO level: -9.93 eV
- Max |F|: 4.864 eV Å⁻¹
- SMILES: CC[C@H](F)[C@](O)(COCC(F)(F)F)OC.CCCCCC.CCCCCC

---

- Which of these has the highest HOMO level?
  C20H42ClN4O11

---

- What is the formula in the first record?
  C20H42ClN4O11

---

- Look up the multiplicity of the first one.
  1

---

- max |F| of number 3 (C20H42F4O3)?
  4.864 eV Å⁻¹